No. 1
Density functional theory data (ωB97M-V/def2-TZVPD) for a structure of composition C50H63ClGeMoN4O2P2S.

Geometry as XYZ:
```
125
Properties=species:S:1:pos:R:3:mulliken_spin:R:1
Mo 0.81488 -0.50702 0.18622 2.37
N 4.16218 -0.50272 -0.59948 0.00
C 4.43878 0.77038 -1.24408 0.00
C 3.46218 1.82238 -0.70518 0.02
N 2.09188 1.32928 -0.81888 0.01
H 4.91328 -0.80682 0.00282 0.00
H 3.96918 -1.23202 -1.27108 0.01
H 4.29478 0.69348 -2.32558 0.00
H 5.46338 1.11688 -1.06718 0.00
H 3.60088 2.76018 -1.26428 0.00
H 3.67098 2.00938 0.35152 0.00
H 1.89088 1.08148 -1.79418 0.01
H 1.44648 2.08448 -0.58728 0.00
C -4.35452 4.33938 5.66152 0.00
S -3.70802 2.87538 6.52272 0.00
C -3.40732 1.77948 5.09752 0.00
C -2.14362 2.13668 4.32942 0.00
C -2.04112 1.28938 3.05762 0.02
N -0.90352 1.67618 2.21202 0.03
P 0.55018 0.64958 2.23592 0.20
C 0.36088 -0.20952 3.85052 -0.03
C 0.00698 -1.55582 3.82602 0.01
C -0.16952 -2.25742 5.00372 0.01
C 0.04118 -1.63352 6.22292 0.00
C 0.44958 -0.31162 6.25442 0.00
C 0.61558 0.39918 5.07922 -0.01
C 1.82818 1.84478 2.75242 -0.10
C 1.58178 3.03188 3.43532 -0.02
C 2.63478 3.82818 3.84992 0.00
C 3.94168 3.43408 3.60632 0.00
C 4.19338 2.23118 2.96442 0.02
C 3.14288 1.43568 2.54632 0.07
P -1.27192 1.79928 0.49582 -0.03
C -0.31252 3.27358 -0.07198 -0.04
C -0.22612 3.39448 -1.46038 0.01
C 0.42258 4.47138 -2.03758 0.00
C 0.99838 5.44328 -1.23248 0.00
C 0.89858 5.34078 0.14432 0.00
C 0.24188 4.26788 0.72302 -0.03
C -2.82472 2.81488 0.54552 0.02
C -3.82432 2.58078 -0.39178 0.00
C -4.97782 3.34948 -0.39188 0.00
C -5.14972 4.34988 0.54642 0.00
C -4.14462 4.60698 1.46592 0.00
C -2.98402 3.85878 1.45142 0.00
H -4.77032 4.99268 6.42092 0.00
H -5.13352 4.03578 4.96802 0.00
H -3.55332 4.85288 5.13832 0.00
H -4.28852 1.83338 4.45582 0.00
H -3.33532 0.77528 5.51472 0.00
H -1.27492 1.95868 4.96442 0.00
H -2.16462 3.19608 4.06992 0.00
H -2.96372 1.41048 2.47842 0.00
H -1.97392 0.23568 3.35532 0.00
H -0.12022 -2.04242 2.87122 -0.01
H -0.46902 -3.29282 4.96672 0.00
H -0.09122 -2.18012 7.14502 0.00
H 0.64228 0.17478 7.19922 0.00
H 0.95578 1.42338 5.12502 0.00
H 0.56238 3.32258 3.65012 0.00
H 2.44088 4.75148 4.37772 0.00
H 4.76128 4.06058 3.92732 0.00
H 5.21348 1.91478 2.79692 0.00
H 3.30748 0.48218 2.04932 -0.03
H -0.65412 2.62068 -2.08548 0.00
H 0.48648 4.54518 -3.11168 0.00
H 1.52198 6.27578 -1.67838 0.00
H 1.33298 6.10028 0.78002 0.00
H 0.18108 4.20218 1.79572 0.00
H -3.70612 1.79738 -1.12468 -0.01
H -5.74152 3.16898 -1.13408 0.00
H -6.05752 4.93678 0.55812 0.00
H -4.26272 5.40778 2.18262 0.00
H -2.19542 4.08318 2.15272 0.00
C 2.27798 -4.77272 2.17192 0.00
Ge 2.27718 -4.05602 0.31532 0.02
C 1.35508 -5.33012 -0.92998 -0.01
C 4.20568 -4.11822 -0.19098 -0.01
C 1.67888 -2.21462 0.13042 -0.51
H 2.71518 -5.76712 2.14272 0.00
H 1.28718 -4.84552 2.60342 0.00
H 2.88998 -4.15722 2.82232 0.00
H 1.91668 -6.26142 -0.96148 0.00
H 1.30368 -4.93892 -1.94358 0.00
H 0.34538 -5.54602 -0.59268 0.00
H 4.55098 -5.14732 -0.16118 0.00
H 4.80218 -3.54392 0.51042 0.00
H 4.38248 -3.73502 -1.19078 0.00
H 1.45308 -1.95282 -0.94798 -0.06
Cl -0.91872 -3.35532 0.99322 0.00
C -1.03852 -1.66142 0.46632 -0.10
H -1.82022 -1.23242 1.10702 0.00
H -1.47642 -1.75772 -0.53058 0.05
C 1.56568 -4.44572 -8.19728 0.00
C 1.26948 -3.94562 -6.81118 0.00
C 2.24278 -4.03102 -5.82308 0.00
C 1.98458 -3.59882 -4.53588 0.00
C 0.72828 -3.13752 -4.19108 0.01
C -0.25852 -3.05402 -5.16598 0.00
N -1.58452 -2.75592 -4.88538 0.00
C -2.23022 -2.18352 -3.81528 0.00
C -3.52562 -2.67362 -3.57678 0.00
C -4.35902 -2.12962 -2.62698 0.00
C -3.93392 -1.03302 -1.89508 0.00
C -2.65412 -0.56082 -2.09598 -0.01
C -1.77152 -1.12132 -3.01758 0.00
C -0.40862 -0.45252 -3.08788 0.00
O 0.18438 -0.29492 -4.14548 0.01
O 0.01618 0.00598 -1.96228 0.08
C 0.02688 -3.40852 -6.49618 0.00
C -1.02732 -3.20112 -7.54918 0.00
H 2.47828 -5.03812 -8.20118 0.00
H 1.69558 -3.61122 -8.88728 0.00
H 0.75218 -5.06612 -8.57128 0.00
H 3.21018 -4.44782 -6.06338 0.00
H 2.75978 -3.66042 -3.78608 0.00
H 0.50448 -2.87112 -3.16728 -0.01
H -2.21932 -3.28682 -5.46668 0.00
H -3.86742 -3.51672 -4.16308 0.00
H -5.33422 -2.55982 -2.45588 0.00
H -4.58252 -0.57342 -1.16618 0.00
H -2.28932 0.27688 -1.51588 0.02
H -1.56212 -2.27192 -7.36008 0.00
H -1.75072 -4.01932 -7.56208 0.00
H -0.58232 -3.13622 -8.53658 0.00
```

For the HOMO-LUMO gap (alpha / beta), the calculation gives 7.1850 / 6.6409 eV. Its multiplicity is 3.

=====

No. 2
Density functional theory data (ωB97M-V/def2-TZVPD) for a structure of composition C30H52BiP2.

Geometry as XYZ:
```
85
Properties=species:S:1:pos:R:3:mulliken_charge:R:1
Bi -2.70830 -0.01921 -1.09543 0.78
C 1.14194 0.68529 3.45414 0.37
C 2.21406 1.29801 2.75926 1.03
C 0.41276 2.71515 2.62913 -0.37
C 0.00683 1.53993 3.30935 1.42
C 1.78173 2.56042 2.28786 0.89
C 1.26353 -0.52371 4.29670 -1.56
H 2.24682 -0.99005 4.18126 0.48
H 0.50720 -1.28128 4.06486 0.06
H 1.17337 -0.27808 5.36688 0.41
C -1.35014 1.32569 3.84458 -0.11
H -1.35463 1.15999 4.93004 0.47
H -1.80806 0.46411 3.34848 -0.75
H -2.03459 2.16084 3.64880 0.36
C -0.44053 3.90024 2.40698 -1.56
H -0.96579 4.18414 3.33379 0.35
H -1.21852 3.73062 1.64528 0.30
H 0.16485 4.75749 2.09077 0.41
C 2.69495 3.53191 1.66939 -1.71
H 3.50574 3.79896 2.36323 0.38
H 2.20528 4.45934 1.36628 0.39
H 3.19149 3.11371 0.78314 0.30
C 3.57776 0.79086 2.53986 -1.93
H 4.28530 1.61734 2.40124 0.46
H 3.63514 0.19230 1.62037 0.12
H 3.94218 0.17828 3.36735 0.42
C 1.37032 -2.77019 0.51260 -0.69
C 2.44872 -2.40094 1.24112 -0.47
C 3.87274 -2.64109 0.81794 -0.54
C 4.17392 -2.24943 -0.66174 -0.76
C 3.91574 -0.81587 -0.95198 -0.55
C 2.78930 -0.15061 -0.66045 -0.80
C 1.34865 -0.61857 -0.80430 1.38
C 1.14336 -2.16884 -0.83762 -0.61
H 4.04638 -3.72624 0.90095 0.43
H 3.53886 -2.87801 -1.29378 0.26
H 4.57510 -2.09973 1.47476 0.29
H 1.82017 -2.55506 -1.61800 0.28
H 0.70057 -3.61765 0.76773 0.46
H 2.31295 -1.86918 2.18072 0.04
H 0.12594 -2.41195 -1.17474 0.50
H 0.72082 -0.20007 0.01698 -0.30
H 2.84260 0.87926 -0.27778 0.50
H 0.91317 -0.19134 -1.73567 -0.32
H 5.22160 -2.49316 -0.90061 0.45
H 4.74893 -0.30859 -1.46443 0.41
P -1.28203 -0.43469 -3.82930 0.66
P -1.33575 2.57595 -4.68836 0.23
C -1.50310 -0.08213 -5.66937 -0.95
C -1.89008 1.35547 -5.98234 -0.92
H -2.25468 -0.79270 -6.04316 0.52
H -0.55247 -0.32972 -6.16827 0.40
H -1.44992 1.66560 -6.94275 0.54
H -2.98404 1.45900 -6.06045 0.40
C -1.68952 4.01190 -5.77163 -1.18
H -1.24864 4.91215 -5.34145 0.39
H -2.76960 4.14452 -5.84572 0.37
H -1.28233 3.86146 -6.77641 0.33
C 0.49653 2.51773 -5.02715 -1.09
H 0.70480 2.51301 -6.10590 0.34
H 0.97190 1.65120 -4.54647 0.24
H 0.92268 3.43130 -4.58576 0.40
C -2.68439 -1.65831 -3.62533 -1.65
H -2.69110 -2.05977 -2.58851 0.55
H -2.56579 -2.48469 -4.33708 0.43
H -3.63583 -1.13424 -3.80255 0.41
C 0.14281 -1.55072 -4.19445 -0.84
H 0.80773 -1.03966 -4.90305 0.39
H -0.22655 -2.46410 -4.67421 0.45
H 0.72867 -1.79660 -3.30680 -0.25
C -4.83129 -1.29725 3.83622 -1.61
C -3.41514 -1.68919 3.34112 2.36
C -2.49843 -1.60261 4.56686 -1.60
C -3.23379 -3.13103 2.87560 -1.65
C -2.99300 -0.90366 2.16644 -0.43
C -2.68796 -0.55234 1.01491 -1.09
H -5.12911 -1.96962 4.65466 0.39
H -5.59064 -1.33310 3.05075 0.36
H -4.81483 -0.27665 4.24675 0.38
H -2.92803 -2.18932 5.38312 0.51
H -1.53768 -2.06659 4.34005 0.26
H -2.33750 -0.59593 4.93954 0.45
H -3.89231 -3.38555 2.04746 0.42
H -2.20066 -3.20764 2.52367 0.32
H -3.33915 -3.85656 3.68404 0.40
```

For the HOMO-LUMO gap (alpha / beta), the calculation gives 2.9594 / 2.9431 eV. As for the charge: +1.

=====

No. 3
Density functional theory data (ωB97M-V/def2-TZVPD) for the molecule CH2N2O3.

Geometry as XYZ:
```
8
Properties=species:S:1:pos:R:3:mulliken_charge:R:1
C -0.77707 1.52461 -0.14860 0.32
N 0.51897 -1.77585 0.88056 -0.64
N 0.36838 -0.82871 0.04292 1.14
O -1.44724 2.41894 0.29202 -0.43
O -0.59224 0.30300 0.48615 -0.34
O 0.78767 -0.67017 -1.06489 -0.56
H -0.09917 1.42018 -1.08195 0.25
H 1.24069 -2.39200 0.59379 0.26
```

For the HOMO-LUMO gap, the calculation gives 11.0709 eV. As for the SMILES: [H]/N=[N+](\[O-])OC=O.

=====

No. 4
Density functional theory data (ωB97M-V/def2-TZVPD) for a cluster of 7 separate species, C12H26O13 in total.

Geometry as XYZ:
```
51
Properties=species:S:1:pos:R:3:mulliken_charge:R:1
O -17.78996 -30.17300 -0.51698 -0.63
H -17.41725 -29.35140 -0.84175 0.30
H -17.27503 -30.85763 -0.94634 0.29
O -17.92041 -26.41961 2.86266 -0.65
H -18.31111 -25.63234 2.48149 0.31
H -17.06805 -26.49570 2.42906 0.38
O -19.87797 -27.73120 0.47255 -0.65
H -19.75397 -28.67534 0.36177 0.33
H -19.05264 -27.34241 0.17141 0.43
O -17.44486 -26.32227 -0.00210 -0.53
H -17.54774 -25.50171 -0.48997 0.38
H -17.06823 -26.93473 -0.63679 0.26
C -14.27644 -24.38402 2.65128 -1.66
C -14.62940 -25.36828 1.48773 0.65
C -13.46038 -25.88846 0.59755 -0.01
O -13.18582 -27.14150 1.18743 -0.41
C -14.24884 -27.63584 1.92088 0.67
O -14.27212 -28.75011 2.37680 -0.56
O -15.09083 -26.60692 2.10335 -0.32
H -13.93631 -23.43514 2.23610 0.39
H -13.48588 -24.75772 3.30273 0.37
H -15.14615 -24.24035 3.29198 0.39
H -15.42580 -24.87548 0.93121 0.02
H -12.66101 -25.14991 0.65849 0.37
H -13.81033 -25.85813 -0.43492 0.06
C -17.01984 -22.27640 -5.77292 -1.35
C -17.89196 -22.63290 -4.58449 0.48
C -18.50210 -24.01422 -4.47134 -0.53
O -18.38581 -24.34753 -3.11369 -0.26
C -17.41119 -23.64723 -2.62658 0.64
O -16.94226 -23.91611 -1.53868 -0.65
O -17.02475 -22.66435 -3.47352 -0.35
H -16.23312 -21.55461 -5.55778 0.34
H -17.69550 -21.85007 -6.51512 0.36
H -16.56433 -23.17676 -6.18551 0.32
H -18.62760 -21.84399 -4.42289 0.30
H -18.04992 -24.79618 -5.08266 0.30
H -19.52766 -23.97025 -4.83865 0.30
C -11.92436 -27.31951 -4.45810 -1.42
C -12.82588 -28.34281 -3.71353 0.43
C -12.43391 -28.60115 -2.31903 -0.58
O -13.57421 -28.65451 -1.55395 -0.21
C -14.55126 -28.11643 -2.29277 0.48
O -15.63807 -27.83851 -1.84523 -0.50
O -14.12068 -27.77540 -3.49117 -0.29
H -12.37386 -27.14170 -5.43458 0.35
H -10.97567 -27.78795 -4.72503 0.40
H -11.62666 -26.49145 -3.81600 0.36
H -12.95179 -29.25879 -4.29160 0.29
H -11.76415 -27.78770 -2.03401 0.28
H -11.80667 -29.48858 -2.23153 0.33
```

For the HOMO-LUMO gap, the calculation gives 9.6624 eV. As for the SMILES: C[C@H]1COC(=O)O1.C[C@H]1COC(=O)O1.C[C@H]1COC(=O)O1.O.O.O.O.